Formula: C21H16F2N8O2
Source: the Open Molecules 2025 dataset
Level of theory: the ωB97M-V functional and the def2-TZVPD basis

Cartesian coordinates (Å):
C -1.30 4.43 0.72
C -0.84 2.92 0.91
N -0.99 2.56 2.32
C -0.20 1.67 3.03
O -0.63 1.68 4.13
C 1.13 1.08 2.77
C 2.21 1.57 3.38
N 3.33 0.88 2.85
C 2.95 0.06 1.86
N 3.70 -0.71 1.08
C 3.09 -1.59 0.25
C 1.64 -1.65 0.26
C 0.88 -2.56 -0.60
N 1.49 -3.13 -1.70
C 0.51 -3.82 -2.28
N -0.72 -3.71 -1.55
C -2.01 -4.21 -1.77
C -2.95 -3.98 -0.81
F -4.01 -4.72 -0.84
C -2.69 -3.17 0.38
C -1.34 -2.76 0.58
F -1.10 -2.19 1.77
C -0.39 -3.00 -0.45
N 0.97 -0.72 0.88
C 1.58 0.19 1.73
C -1.46 1.92 -0.02
O -2.35 1.11 0.25
N -0.94 1.70 -1.29
C -1.05 0.64 -2.15
C 0.14 1.28 -2.93
C 1.15 0.33 -3.48
N 1.93 -0.36 -4.07
C 0.35 2.21 -1.77
H -2.37 4.59 0.93
H -1.02 4.68 -0.33
H -0.73 5.05 1.39
H 0.21 2.90 0.71
H -1.82 2.81 2.85
H 2.20 2.32 4.17
H 4.29 1.23 3.01
H 3.72 -2.35 -0.21
H 0.50 -4.28 -3.24
H -2.29 -4.94 -2.57
H -3.44 -3.34 1.22
H -0.83 -0.40 -1.77
H -1.99 0.65 -2.69
H -0.17 2.00 -3.74
H 0.40 3.24 -2.02
H 1.26 1.90 -1.16

Properties
E_LUMO = -0.002 Ha
HOMO-LUMO gap = 7.7 eV
HOMO level = -7.76 eV
SMILES = C[C@@H](NC(=O)c1c[nH]c2ncc(-c3ncn4cc(F)cc(F)c34)nc12)C(=O)N1CC(C#N)C1